{
  "formula": "C4H12O4",
  "method": "wB97M-V/def2-TZVPD",
  "species": ["C", "C", "C", "O", "C", "O", "H", "H", "H", "H", "H", "H", "H", "H", "H", "H", "O", "H", "H", "O"],
  "positions_angstrom": [[-0.542, 0.045, 1.357], [0.112, -1.249, 2.103], [-0.362, -1.415, 3.564], [0.110, -2.471, 4.257], [0.085, 0.234, -0.058], [-0.473, 1.252, -0.966], [-0.553, 0.931, 2.004], [-1.611, -0.256, 1.152], [-0.356, -2.141, 1.615], [1.163, -1.387, 2.008], [-0.144, -0.442, 3.985], [-1.512, -1.398, 3.512], [1.161, 0.480, 0.122], [0.034, -0.744, -0.561], [0.025, 1.281, -1.843], [0.139, 0.213, -3.236], [0.446, 1.115, -3.313], [0.298, 1.916, -5.795], [0.860, 1.743, -4.503], [1.117, 2.292, -5.405]],
  "forces_ev_per_angstrom": [[-0.48, -1.86, -0.74], [-2.92, -0.04, -1.19], [-0.69, -0.44, -0.02], [0.14, 0.10, -0.27], [0.68, 1.21, -0.35], [-0.18, -0.95, 2.47], [0.25, -0.06, -0.27], [0.81, 0.49, 0.51], [0.55, 0.49, -0.12], [1.10, 0.39, 0.00], [0.36, 1.09, 0.93], [0.47, 0.02, -0.16], [-0.46, -0.26, -0.30], [0.10, 0.08, 0.12], [0.02, -0.12, -0.10], [0.01, -0.32, -0.42], [0.17, 0.13, 0.09], [0.68, 0.71, -0.46], [0.82, 0.45, 0.18], [-1.41, -1.12, 0.09]],
  "e_homo_ev": -0.164,
  "fmax_ev_per_a": 3.2,
  "relative_energy_kcal_mol": 13.70,
  "charge": -2,
  "spin_multiplicity": 1,
  "homo_lumo_gap_ev": 6.5
}

---

{
  "formula": "C4H12OP2",
  "method": "wB97M-V/def2-TZVPD",
  "species": ["C", "C", "C", "C", "O", "P", "P", "H", "H", "H", "H", "H", "H", "H", "H", "H", "H", "H", "H"],
  "positions_angstrom": [[2.731, 0.506, -0.737], [1.207, -1.019, 0.585], [1.355, -0.148, -0.651], [-2.402, -0.165, 0.824], [0.417, 0.930, -0.642], [-0.992, 0.975, 0.288], [-3.313, -0.711, -0.662], [2.907, 1.116, 0.147], [3.506, -0.251, -0.810], [2.780, 1.149, -1.612], [1.354, -0.416, 1.482], [1.940, -1.824, 0.578], [0.203, -1.450, 0.611], [1.172, -0.747, -1.553], [-2.949, 0.626, 1.359], [-1.221, 2.245, -0.240], [-0.476, 1.366, 1.518], [-4.568, -0.214, -0.327], [-3.650, -1.968, -0.159]],
  "forces_ev_per_angstrom": [[-0.41, -0.09, -0.09], [-0.11, 0.11, -0.24], [0.67, -0.45, 0.17], [2.33, 1.37, -1.94], [-2.24, -0.63, 0.78], [-0.09, -0.04, 0.56], [0.42, -0.24, 0.12], [0.03, 0.01, 0.09], [0.10, -0.09, -0.01], [0.06, 0.05, -0.08], [0.05, -0.06, 0.07], [-0.01, -0.02, 0.01], [0.06, -0.12, 0.14], [-0.02, 0.12, 0.14], [0.26, -0.04, 0.35], [-0.50, 0.26, -0.22], [0.11, 0.06, 0.31], [-0.54, 0.33, -0.06], [-0.19, -0.53, -0.09]],
  "e_homo_ev": -7.674,
  "smiles": "CC(C)O[PH2]=CP",
  "fmax_ev_per_a": 3.3,
  "relative_energy_kcal_mol": 80.15,
  "spin_multiplicity": 1,
  "homo_lumo_gap_ev": 8.3
}

---

{
  "formula": "C4H12OS",
  "method": "wB97M-V/def2-TZVPD",
  "species": ["C", "S", "C", "H", "H", "H", "H", "H", "H", "C", "O", "C", "H", "H", "H", "H", "H", "H"],
  "positions_angstrom": [[-2.638, -0.984, 0.515], [-1.634, 0.426, -0.054], [-1.817, 0.251, -1.806], [-3.573, -1.012, -0.062], [-2.102, -1.910, 0.273], [-2.743, -0.847, 1.588], [-1.319, -0.622, -2.215], [-1.427, 1.130, -2.309], [-2.869, 0.166, -2.102], [2.670, -0.136, 0.896], [1.751, -0.607, 1.874], [2.179, 1.109, 0.199], [2.851, -0.933, 0.154], [3.614, 0.029, 1.396], [0.864, -0.324, 1.601], [1.148, 0.943, -0.112], [2.812, 1.327, -0.662], [2.232, 1.996, 0.828]],
  "forces_ev_per_angstrom": [[0.60, -0.05, -0.96], [-0.20, 0.05, 0.63], [-0.51, -0.28, -0.89], [0.01, 0.21, 0.60], [-0.11, 0.14, 0.36], [-0.33, -0.22, -0.09], [0.26, -0.15, 0.09], [0.17, 0.16, 0.10], [0.07, 0.12, 0.23], [-0.16, -0.48, -0.26], [-0.31, 0.24, 0.04], [0.32, 0.15, -0.09], [-0.11, 0.16, 0.08], [0.27, 0.11, 0.24], [0.30, -0.19, 0.05], [0.04, 0.18, -0.22], [-0.14, -0.09, -0.17], [-0.17, -0.04, 0.26]],
  "e_homo_ev": -8.774,
  "smiles": "CCO.CSC",
  "fmax_ev_per_a": 1.1,
  "relative_energy_kcal_mol": 16.42,
  "spin_multiplicity": 1,
  "homo_lumo_gap_ev": 9.7
}

---

{
  "formula": "C4H12OS",
  "method": "wB97M-V/def2-TZVPD",
  "species": ["C", "C", "C", "S", "C", "H", "H", "H", "H", "H", "H", "H", "H", "H", "H", "H", "H", "O"],
  "positions_angstrom": [[-0.610, -0.590, 2.015], [-0.160, 0.833, 1.703], [0.436, 0.990, 0.309], [-0.779, 0.627, -0.989], [0.295, 0.844, -2.420], [0.187, -1.308, 1.817], [-0.911, -0.659, 3.058], [-1.479, -0.876, 1.420], [0.611, 1.132, 2.415], [-0.996, 1.528, 1.813], [1.280, 0.301, 0.181], [0.809, 2.001, 0.138], [1.126, 0.145, -2.377], [-0.294, 0.653, -3.307], [0.669, 1.865, -2.472], [-0.252, -1.726, -0.998], [-0.261, -3.261, -1.152], [0.329, -2.499, -1.154]],
  "forces_ev_per_angstrom": [[-0.16, 0.14, -0.04], [0.04, 0.01, -0.23], [0.17, -0.20, -0.12], [-0.06, 0.01, 0.05], [0.07, 0.12, 0.14], [-0.01, -0.01, 0.05], [0.06, -0.11, 0.11], [0.06, -0.01, -0.07], [-0.01, 0.07, 0.07], [0.02, 0.01, 0.08], [-0.10, 0.05, 0.02], [-0.04, 0.04, 0.10], [0.03, -0.06, -0.04], [-0.11, -0.10, -0.15], [0.02, 0.02, 0.05], [0.25, -0.30, -0.11], [0.09, 0.13, 0.00], [-0.32, 0.21, 0.10]],
  "e_homo_ev": -8.789,
  "smiles": "CCCSC.O",
  "fmax_ev_per_a": 0.4,
  "relative_energy_kcal_mol": 0.00,
  "spin_multiplicity": 1,
  "homo_lumo_gap_ev": 9.7
}

---

{
  "formula": "C4H12OS",
  "method": "wB97M-V/def2-TZVPD",
  "species": ["C", "C", "C", "S", "C", "H", "H", "H", "H", "H", "H", "H", "H", "H", "H", "H", "H", "O"],
  "positions_angstrom": [[0.535, 1.700, 1.054], [-0.414, 0.564, 0.826], [-0.249, 0.055, -0.558], [-1.415, -0.963, -1.383], [-1.849, -1.747, 0.269], [1.585, 1.560, 0.756], [0.480, 2.001, 2.093], [0.168, 2.612, 0.343], [-0.153, -0.365, 1.469], [-1.392, 0.922, 1.085], [0.111, 0.837, -1.221], [0.462, -0.794, -0.435], [-1.021, -2.332, 0.476], [-2.918, -2.273, 0.096], [-2.073, -0.887, 0.959], [2.244, 0.322, -1.951], [2.931, -0.997, -2.247], [2.967, -0.215, -1.631]],
  "forces_ev_per_angstrom": [[-0.27, 2.60, -1.58], [0.82, -1.48, 1.35], [2.05, -1.39, -0.66], [-2.57, -0.35, 0.70], [-4.91, 1.39, -2.14], [-0.37, -0.41, 0.21], [0.18, 0.37, 0.08], [0.78, -1.87, 1.83], [-0.53, 1.98, -0.37], [-0.69, 0.04, 0.07], [0.14, -0.10, -0.24], [0.91, 1.53, -0.24], [1.15, -1.46, 1.08], [2.86, 0.63, 0.52], [0.38, -1.44, -0.60], [-0.31, 0.34, -0.02], [0.18, 1.13, 1.02], [0.19, -1.49, -1.01]],
  "e_homo_ev": -8.312,
  "smiles": "CCCSC.O",
  "fmax_ev_per_a": 5.5,
  "relative_energy_kcal_mol": 43.98,
  "spin_multiplicity": 1,
  "homo_lumo_gap_ev": 9.0
}

---

{
  "formula": "C4H12OS2",
  "method": "wB97M-V/def2-TZVPD",
  "species": ["C", "C", "S", "S", "C", "C", "H", "H", "H", "H", "H", "H", "H", "H", "H", "H", "H", "H", "O"],
  "positions_angstrom": [[-1.153, -0.888, -1.760], [-0.821, -2.250, -1.167], [0.924, -2.409, -0.661], [0.934, -1.359, 1.087], [1.895, 0.129, 0.646], [1.751, 1.169, 1.772], [-2.225, -0.716, -1.838], [-0.694, -0.025, -1.289], [-0.791, -0.866, -2.789], [-1.438, -2.520, -0.312], [-0.927, -2.969, -1.978], [1.449, 0.516, -0.272], [2.922, -0.130, 0.439], [1.449, 2.124, 1.336], [1.061, 0.931, 2.582], [2.719, 1.390, 2.220], [-2.584, 2.587, 1.404], [-1.800, 2.777, 0.133], [-2.671, 2.509, 0.447]],
  "forces_ev_per_angstrom": [[-0.03, 0.08, -0.74], [0.32, 0.61, -0.14], [-0.12, -0.29, -0.01], [0.28, 0.04, 0.09], [-1.06, 0.26, 0.07], [0.65, 0.53, -0.23], [-0.12, -0.03, 0.24], [-0.03, -0.07, 0.54], [0.10, -0.01, -0.06], [-0.03, -0.05, -0.13], [-0.12, -0.37, 0.26], [0.14, -0.06, 0.03], [0.27, -0.13, 0.08], [-0.24, -0.04, 0.06], [-0.05, -0.25, -0.21], [0.02, -0.22, 0.17], [-0.17, -0.07, -0.04], [-0.11, -0.04, -0.14], [0.28, 0.10, 0.17]],
  "e_homo_ev": -8.489,
  "smiles": "CCSSCC.O",
  "fmax_ev_per_a": 1.1,
  "relative_energy_kcal_mol": 6.97,
  "spin_multiplicity": 1,
  "homo_lumo_gap_ev": 9.1
}

---

{
  "formula": "C4H12OS2",
  "method": "wB97M-V/def2-TZVPD",
  "species": ["C", "C", "C", "S", "S", "C", "H", "H", "H", "H", "H", "H", "H", "H", "H", "H", "H", "H", "O"],
  "positions_angstrom": [[0.451, -1.079, -1.146], [0.449, -2.546, -0.870], [1.593, -0.263, -0.500], [1.704, 0.173, 1.278], [-0.088, 1.066, 1.873], [0.283, 2.816, 1.528], [-0.394, -0.496, -0.754], [0.286, -0.729, -2.132], [0.770, -2.894, -1.794], [-0.483, -2.968, -0.619], [1.081, -2.892, -0.114], [1.818, 0.669, -1.138], [2.667, -0.692, -0.582], [-0.450, 3.432, 2.109], [0.115, 2.903, 0.481], [1.244, 3.086, 1.835], [-3.976, 0.749, 0.580], [-3.374, -0.138, -0.472], [-3.697, -0.194, 0.437]],
  "forces_ev_per_angstrom": [[-0.31, 2.72, 3.06], [-0.52, 0.94, -0.63], [2.93, 1.16, -1.77], [-1.08, -0.23, -0.13], [0.90, -0.29, -0.08], [-2.27, -0.40, 0.66], [-0.47, -0.69, 0.72], [0.74, -0.49, -1.59], [0.63, -1.74, -1.48], [-1.43, -0.28, -0.04], [1.39, -0.03, 1.18], [-0.89, -0.93, 1.05], [-1.68, -0.15, 0.06], [0.46, -0.52, -0.60], [0.10, 0.69, -0.77], [1.52, 0.25, 0.33], [0.31, -1.37, 0.12], [0.05, -0.33, 0.14], [-0.37, 1.68, -0.25]],
  "e_homo_ev": -8.850,
  "smiles": "CCCSSC.O",
  "fmax_ev_per_a": 4.1,
  "relative_energy_kcal_mol": 28.52,
  "spin_multiplicity": 1,
  "homo_lumo_gap_ev": 9.4
}

---

{
  "formula": "C4H12OSi",
  "method": "wB97M-V/def2-TZVPD",
  "species": ["C", "C", "C", "C", "O", "Si", "H", "H", "H", "H", "H", "H", "H", "H", "H", "H", "H", "H"],
  "positions_angstrom": [[3.365, 1.898, -0.723], [-2.518, -1.036, 1.389], [-1.421, -1.091, -1.507], [2.864, 1.908, 0.494], [0.159, -0.072, 0.728], [-0.947, -1.210, 0.331], [3.933, 2.729, -1.111], [3.231, 1.062, -1.388], [-0.028, 0.857, 0.624], [-3.145, -1.917, 1.310], [-2.268, -0.907, 2.439], [-3.124, -0.182, 1.094], [-2.232, -1.764, -1.759], [-1.746, -0.090, -1.780], [-0.578, -1.341, -2.145], [3.003, 2.749, 1.156], [2.305, 1.077, 0.887], [-0.200, -2.425, 0.643]],
  "forces_ev_per_angstrom": [[0.08, 0.07, -0.22], [0.59, -0.04, -0.28], [0.30, -0.10, 0.60], [-0.05, 0.05, 0.28], [0.53, 0.32, 0.21], [-1.17, 0.11, -0.42], [0.09, 0.17, -0.05], [-0.05, -0.21, -0.10], [-0.11, 0.28, -0.09], [-0.13, -0.24, -0.07], [0.11, -0.02, 0.14], [0.00, 0.13, -0.14], [-0.21, -0.23, 0.00], [-0.04, 0.21, 0.09], [0.17, -0.05, -0.07], [0.06, 0.16, 0.07], [-0.09, -0.22, 0.03], [-0.06, -0.40, -0.01]],
  "e_homo_ev": -10.138,
  "smiles": "C[SiH](C)O.C=C",
  "fmax_ev_per_a": 1.3,
  "relative_energy_kcal_mol": 31.28,
  "spin_multiplicity": 1,
  "homo_lumo_gap_ev": 11.0
}

---

{
  "formula": "C4H12OSi",
  "method": "wB97M-V/def2-TZVPD",
  "species": ["C", "C", "C", "C", "O", "Si", "H", "H", "H", "H", "H", "H", "H", "H", "H", "H", "H", "H"],
  "positions_angstrom": [[-0.159, 1.612, 2.085], [-1.063, -1.472, -1.097], [1.840, -0.287, -1.699], [-0.932, 1.589, 0.821], [0.021, 1.007, -0.261], [0.504, -0.544, -0.398], [0.250, 0.600, 2.339], [0.702, 2.262, 1.886], [-0.760, 2.172, 2.948], [-1.564, -0.808, -1.744], [-1.110, -2.402, -1.629], [-1.685, -1.519, -0.166], [1.648, 0.758, -2.236], [2.760, -0.178, -1.218], [1.962, -1.188, -2.319], [-0.949, 2.571, 0.461], [-1.828, 0.964, 0.772], [0.974, -1.144, 0.884]],
  "forces_ev_per_angstrom": [[-0.14, 0.75, 2.17], [0.71, 0.37, 2.29], [-1.43, 1.01, -0.93], [2.28, -2.46, -2.00], [-1.59, 1.29, 2.05], [-0.66, -0.58, -1.92], [-0.69, 0.94, 0.29], [-0.04, -0.21, 0.19], [1.18, -1.63, -1.62], [-0.53, 1.27, -0.76], [0.54, -0.79, 0.20], [0.09, -0.33, -0.75], [0.20, -2.61, 0.75], [1.70, 0.32, 0.91], [-0.25, 0.64, -0.38], [-1.25, 1.41, -0.54], [-0.08, 0.61, 0.19], [-0.06, -0.02, -0.16]],
  "e_homo_ev": -9.878,
  "smiles": "CCO[SiH](C)C",
  "fmax_ev_per_a": 3.9,
  "relative_energy_kcal_mol": 44.22,
  "spin_multiplicity": 1,
  "homo_lumo_gap_ev": 10.9
}

---

{
  "formula": "C4H12OSi2",
  "method": "wB97M-V/def2-TZVPD",
  "species": ["C", "C", "C", "C", "O", "Si", "Si", "H", "H", "H", "H", "H", "H", "H", "H", "H", "H", "H", "H"],
  "positions_angstrom": [[-2.330, -1.831, 0.433], [-2.405, -0.782, -0.330], [0.064, 1.054, 1.610], [0.048, 1.842, -1.682], [1.541, -0.369, -0.433], [2.616, -1.550, 0.065], [0.133, 0.520, -0.288], [-2.981, -2.766, 0.395], [-1.487, -1.769, 1.099], [-3.076, -0.604, -1.206], [-0.931, 0.864, 2.068], [0.764, 0.285, 2.025], [0.576, 1.991, 1.844], [0.694, 2.664, -1.318], [0.329, 1.386, -2.688], [-0.993, 2.163, -1.851], [2.140, -2.948, -0.425], [3.688, -1.186, -0.831], [2.797, -1.306, 1.492]],
  "forces_ev_per_angstrom": [[-0.37, -1.68, 0.46], [1.98, 2.15, -2.32], [0.68, -1.61, -0.99], [-0.04, -1.27, -0.25], [-1.46, 0.14, 0.05], [-1.51, 0.00, -1.56], [-1.80, -0.26, 0.81], [0.67, 1.38, 0.25], [-0.01, -0.89, 0.63], [0.44, -0.20, 0.94], [0.70, 0.62, -0.38], [-0.59, 0.39, -0.06], [-0.59, 0.16, -0.07], [-0.26, -0.23, -0.72], [0.22, 0.71, 1.43], [0.39, 0.10, 0.52], [0.29, 1.02, 0.86], [1.00, -0.12, 0.11], [0.26, -0.41, 0.30]],
  "e_homo_ev": [-7.713, -7.714],
  "fmax_ev_per_a": 3.7,
  "relative_energy_kcal_mol": 82.67,
  "spin_multiplicity": 1,
  "homo_lumo_gap_ev": [8.2, 8.2]
}

---

{
  "formula": "C4H12PS",
  "method": "wB97M-V/def2-TZVPD",
  "species": ["C", "C", "C", "C", "P", "S", "H", "H", "H", "H", "H", "H", "H", "H", "H", "H", "H", "H"],
  "positions_angstrom": [[-0.683, -0.606, 1.473], [-1.491, 1.700, 0.023], [-1.155, -0.380, -1.734], [3.028, -0.717, 0.141], [-0.411, 0.183, -0.122], [2.108, 0.792, -0.307], [-1.625, -0.434, 1.768], [0.036, -0.379, 2.231], [-0.592, -1.777, 1.505], [-1.142, 2.385, 0.823], [-2.341, 1.169, 0.303], [-1.352, 2.107, -1.022], [-1.378, 0.638, -2.165], [-2.107, -0.858, -1.554], [-0.212, -0.830, -2.185], [2.699, -1.473, -0.583], [2.511, -1.126, 1.023], [4.106, -0.393, 0.383]],
  "forces_ev_per_angstrom": [[3.09, -4.48, -1.26], [4.24, 0.64, -0.69], [2.46, 1.28, 0.70], [-1.34, -0.15, 0.84], [1.78, 2.09, 0.19], [-2.70, -0.16, 0.03], [-3.48, 0.96, 1.19], [0.49, 0.97, 0.26], [-0.18, 1.99, -0.69], [-0.40, -0.34, -0.63], [-2.22, -0.22, -0.01], [-1.03, 0.14, 1.55], [0.44, -1.39, -0.06], [0.17, -0.89, -0.31], [-2.06, -0.16, -0.27], [1.61, 0.18, -0.38], [0.80, 0.43, 0.37], [-1.67, -0.89, -0.82]],
  "e_homo_ev": -13.335,
  "fmax_ev_per_a": 5.6,
  "relative_energy_kcal_mol": 79.91,
  "charge": 1,
  "spin_multiplicity": 1,
  "homo_lumo_gap_ev": 8.1
}

---

{
  "formula": "C4H12S",
  "method": "wB97M-V/def2-TZVPD",
  "species": ["C", "C", "S", "H", "H", "H", "H", "H", "H", "C", "C", "H", "H", "H", "H", "H", "H"],
  "positions_angstrom": [[1.655, 1.206, 0.981], [-0.341, -0.471, 2.414], [0.096, 1.261, 2.162], [1.530, 0.335, 0.249], [2.458, 1.347, 1.580], [0.450, -1.296, 2.693], [-0.983, -0.555, 3.185], [-0.680, -0.910, 1.371], [1.517, 2.094, 0.380], [-0.816, -0.849, -1.235], [-0.617, 0.108, -2.420], [-0.463, -0.446, -0.278], [-1.966, -1.164, -1.246], [-0.184, -1.843, -1.504], [-1.523, 0.551, -2.787], [-0.088, -0.319, -3.352], [-0.045, 0.952, -2.193]],
  "forces_ev_per_angstrom": [[-4.91, -0.90, -1.69], [3.47, -2.75, -4.52], [1.56, -0.27, -0.78], [0.73, 1.00, 1.50], [2.72, -0.42, 1.52], [-0.61, 2.15, -0.34], [-2.81, 0.00, 2.18], [-0.11, 0.83, 2.58], [-0.04, 0.28, -0.12], [-0.66, -2.80, -1.83], [0.45, -1.07, -1.73], [-0.46, -0.11, -0.57], [2.60, 0.54, 0.59], [-1.54, 2.14, 1.04], [-0.73, -0.10, -0.12], [-0.89, 0.20, 1.54], [1.22, 1.30, 0.75]],
  "e_homo_ev": -8.545,
  "smiles": "CSC.CC",
  "fmax_ev_per_a": 6.3,
  "relative_energy_kcal_mol": 42.12,
  "spin_multiplicity": 1,
  "homo_lumo_gap_ev": 9.5
}

---

> Number 2 is which compound?

C4H12OP2